# 1
Here is C22H39N2OPPbSi as an isolated structure in a non-equilibrium geometry from the Open Molecules 2025 dataset. Energies are from the ωB97M-V functional and the def2-TZVPD basis.

CARTESIAN COORDINATES (ANGSTROEM)
Pb1 -0.2453 0.7930 0.8853
Si1 0.0199 -1.3664 -1.7011
P1 0.5449 0.6877 -2.7358
N1 -1.6935 -0.0774 -0.6654
H1 1.2427 1.9443 1.0169
C1 0.8559 2.3369 -2.0445
H2 1.1123 2.9997 -2.8869
H3 1.7044 2.3382 -1.3531
H4 -0.0178 2.7703 -1.5424
C2 2.0418 0.4107 -3.7357
H5 2.1152 1.2750 -4.4223
H6 1.9717 -0.5241 -4.3148
H7 2.9132 0.3858 -3.0601
C3 -0.8396 0.9121 -3.8972
H8 -0.5332 1.6630 -4.6432
H9 -1.7275 1.2556 -3.3434
H10 -1.0679 -0.0361 -4.4073
C4 1.6353 -2.4585 -1.8282
H11 2.0350 -2.7439 -0.8455
H12 2.4266 -1.9530 -2.3957
H13 1.3599 -3.3758 -2.3593
H14 -0.5004 -2.1326 -0.5472
H15 -0.7975 -1.8289 -2.8408
C5 -3.0493 -0.1567 -0.6500
C6 -5.2629 0.8243 -0.0933
C7 -3.8769 0.8656 -0.0294
C8 -3.7636 -1.2248 -1.2990
C9 -5.1583 -1.2295 -1.3973
C10 -5.9196 -0.2018 -0.8033
H16 -5.8571 1.6143 0.3895
H17 -3.3752 1.7427 0.4040
H18 -3.1717 -2.0180 -1.7523
H19 -5.6418 -2.0403 -1.9404
H20 -7.0080 -0.1998 -0.9058
C11 3.2587 -0.0950 0.8767
O1 2.2351 -0.1824 0.1566
C12 3.2068 0.3061 2.3168
H21 4.2001 0.5677 2.7142
H22 2.8183 -0.5230 2.9187
H23 2.5636 1.1758 2.4686
C13 4.6128 -0.4650 0.3479
H24 5.2675 0.4196 0.2469
H25 4.4881 -0.9313 -0.6336
H26 5.0830 -1.1745 1.0428
C14 -3.3783 -0.3929 4.6534
N2 -2.7884 0.5702 3.6796
C15 -3.5695 1.8344 3.6076
C16 -1.3200 0.8670 4.0089
C17 -0.5168 -0.3840 3.7987
C18 -0.1494 -1.1503 4.9121
C19 0.4201 -2.4140 4.7567
C20 0.6476 -2.8928 3.4656
C21 0.3376 -2.0880 2.3518
C22 -0.1970 -0.8273 2.5176
H27 -3.2276 -0.0039 5.6672
H28 -2.8973 -1.3691 4.5326
H29 -4.4530 -0.4653 4.4269
H30 -2.7917 0.1186 2.7391
H31 -3.4548 2.3537 4.5659
H32 -3.1625 2.4444 2.7930
H33 -4.6152 1.5939 3.4094
H34 -1.0381 1.7153 3.3619
H35 -1.3038 1.2217 5.0525
H36 -0.3438 -0.7351 5.9052
H37 0.6750 -3.0172 5.6259
H38 1.0781 -3.8840 3.3176
H39 0.5109 -2.4791 1.3400

Force components x, y, z for each atom (eV/Å):
Pb -3.29 2.12 0.93
Si -1.91 -1.08 1.26
P -0.42 -0.43 0.43
N 1.51 -0.62 -2.27
H 1.11 0.24 -0.25
C 0.08 0.48 -0.12
H -0.09 -0.22 0.10
H -0.24 -0.18 0.02
H 0.14 -0.38 -0.04
C -0.07 0.32 -0.31
H 0.21 -0.45 0.19
H 0.06 0.37 0.28
H -0.33 -0.04 -0.33
C 0.14 0.16 -0.24
H -0.22 -0.17 0.18
H 0.36 -0.21 -0.11
H 0.09 0.34 0.27
C 0.20 1.03 -0.40
H -0.21 0.28 -0.21
H 0.16 -0.34 0.08
H -0.09 0.12 0.01
H 0.27 -0.15 0.29
H 0.07 0.09 -0.42
C 0.62 0.50 0.23
C -0.22 -0.48 -0.33
C 0.36 -0.19 0.04
C -0.34 0.24 0.11
C 0.64 0.65 0.43
C -0.06 -0.10 0.09
H 0.25 -0.27 -0.31
H -0.15 -0.45 -0.15
H -0.12 0.12 0.04
H -0.01 0.17 0.10
H 0.35 0.00 0.11
C -1.91 -0.30 -1.11
O 2.50 -0.16 1.39
C 0.33 0.28 0.54
H -0.19 -0.24 -0.27
H -0.10 0.04 -0.13
H -0.20 -0.17 -0.24
C 0.03 -0.05 -0.54
H -0.29 -0.29 0.20
H 0.14 0.04 0.14
H -0.02 0.23 -0.16
C -0.38 -0.04 -0.23
N 0.41 -0.02 -0.12
C 0.09 0.08 -0.06
C -0.16 0.35 0.20
C 0.60 -0.48 0.58
C -0.33 0.05 0.18
C 0.07 0.23 -0.19
C -0.16 0.14 -0.32
C 0.52 -1.07 0.57
C 0.04 0.15 -0.41
H -0.04 -0.13 -0.28
H -0.08 0.32 0.09
H 0.42 -0.08 0.16
H 0.08 0.43 0.24
H -0.11 -0.13 -0.20
H -0.05 -0.20 0.17
H 0.14 0.08 0.01
H -0.07 -0.50 0.03
H -0.12 -0.28 -0.23
H 0.06 -0.28 -0.11
H -0.01 0.15 -0.16
H -0.14 0.18 0.07
H 0.08 0.20 0.47

HOMO energy (spin up / spin down), eV: -4.30 / -4.19
Orbital gap (spin up / spin down), eV: 4.67 / 4.58

***

# 2
Here is C22H40AlO5S as an isolated structure in a non-equilibrium geometry from the Open Molecules 2025 dataset. Energies are from the ωB97M-V functional and the def2-TZVPD basis.

CARTESIAN COORDINATES (ANGSTROEM)
C1 -4.2114 0.8172 -1.7537
C2 -2.6248 0.8256 -1.6258
C3 -2.1298 -0.4008 -2.4233
C4 -2.3164 0.5767 -0.1356
C5 -2.1621 2.1961 -2.1748
C6 -0.7229 2.6672 -1.8381
C7 -0.5935 3.2881 -0.4242
C8 -0.4367 3.8708 -2.8053
C9 0.3753 1.6260 -2.1357
C10 0.4995 1.1732 -3.4282
C11 1.4266 0.2150 -3.7927
C12 2.2353 -0.2860 -2.8008
O1 3.1813 -1.2840 -3.0585
C13 2.6620 -2.5617 -2.5793
C14 3.3183 -2.9947 -1.2639
O2 2.5476 -2.7666 -0.1064
C15 1.3466 -3.5367 -0.0539
C16 1.1724 -4.1182 1.3574
Al1 1.4976 -2.7862 2.8790
C17 -0.2499 -2.2877 3.8366
C18 -1.0116 -1.1085 3.1391
C19 -0.7990 0.2536 3.8310
C20 0.6779 0.6749 3.6901
S1 0.9030 2.3624 4.2914
O3 -0.3072 3.0876 4.0574
O4 2.0565 2.9917 3.7327
O5 1.1048 2.1856 5.8938
C21 2.1514 0.1744 -1.5106
C22 1.2206 1.1320 -1.1536
H1 -4.5218 1.7038 -2.3214
H2 -4.5312 -0.0510 -2.3405
H3 -4.6691 0.8232 -0.7612
H4 -2.1120 -0.2580 -3.5104
H5 -1.1063 -0.6602 -2.1136
H6 -2.7336 -1.2800 -2.1618
H7 -1.2714 0.2619 -0.0261
H8 -3.0083 -0.1516 0.2983
H9 -2.4205 1.5039 0.4457
H10 -2.8816 2.9827 -1.9082
H11 -2.2183 2.1217 -3.2752
H12 -0.4309 2.5299 0.3485
H13 -1.4931 3.8429 -0.1377
H14 0.2835 3.9449 -0.3962
H15 -1.2060 4.6369 -2.6235
H16 0.5231 4.3237 -2.5293
H17 -0.4528 3.5756 -3.8564
H18 -0.1480 1.5373 -4.2233
H19 1.5192 -0.1381 -4.8162
H20 2.8649 -3.2967 -3.3704
H21 1.5748 -2.4659 -2.4962
H22 4.2779 -2.4826 -1.1191
H23 3.5594 -4.0752 -1.3007
H24 0.4443 -2.9484 -0.3064
H25 1.4150 -4.3319 -0.8240
H26 1.9058 -4.9312 1.4644
H27 0.1501 -4.5146 1.4637
H28 2.3215 -1.4670 2.4465
H29 2.3931 -3.5626 4.0000
H30 -0.9176 -3.1621 3.8813
H31 -0.0411 -1.9787 4.8779
H32 -2.0958 -1.2919 3.1141
H33 -0.6012 -1.0148 2.1230
H34 -1.1298 0.2569 4.8780
H35 -1.4086 0.9893 3.2888
H36 1.2733 -0.0296 4.2866
H37 1.0183 0.6073 2.6538
H38 1.0815 1.2290 6.0542
H39 2.8114 -0.2051 -0.7354
H40 1.1704 1.4395 -0.1156

Force components x, y, z for each atom (eV/Å):
C 0.84 0.36 -0.55
C -1.82 -0.47 0.14
C 0.82 -0.04 0.47
C 0.45 0.73 -0.14
C 0.82 -0.78 -0.18
C 0.44 1.25 -0.49
C 0.12 -0.72 0.06
C -0.39 0.02 0.77
C -1.22 0.81 0.83
C -0.01 -0.20 -1.11
C 0.03 -0.04 -0.13
C 1.28 -0.71 0.04
O -1.03 -0.19 -0.03
C 0.58 0.23 -0.42
C -0.11 -0.53 0.32
O 0.01 0.28 -0.39
C -0.49 -0.72 0.47
C 0.18 0.58 -0.46
Al 0.05 -0.54 0.51
C -0.14 0.65 -0.35
C 0.48 -0.41 0.84
C -0.02 0.14 -1.12
C -0.58 -0.28 1.09
S -0.26 0.36 -1.12
O -0.58 -0.06 0.57
O 0.80 -0.44 0.40
O -0.11 -0.37 -0.71
C 0.18 0.28 1.06
C 0.04 -0.23 -0.30
H -0.22 -0.16 0.24
H -0.14 0.07 0.35
H -0.15 0.01 -0.26
H -0.24 0.03 0.18
H -0.14 0.11 -0.24
H -0.01 0.23 -0.17
H -0.24 -0.16 0.19
H 0.34 -0.13 -0.14
H -0.15 -0.21 -0.10
H 0.27 -0.12 0.24
H -0.09 0.00 0.22
H -0.18 0.18 -0.08
H 0.18 0.05 -0.19
H -0.22 -0.01 0.07
H 0.11 -0.11 -0.22
H -0.07 -0.16 -0.33
H 0.05 0.14 0.13
H -0.02 0.08 0.27
H -0.03 0.01 0.17
H 0.11 0.18 0.14
H 0.15 -0.21 0.21
H -0.28 0.11 -0.17
H -0.13 0.18 -0.21
H 0.41 0.22 -0.09
H 0.00 0.15 0.12
H -0.28 0.01 0.15
H 0.23 -0.11 -0.09
H -0.15 0.26 -0.10
H 0.09 -0.10 0.09
H 0.21 0.10 0.10
H -0.08 -0.27 -0.12
H 0.20 0.07 -0.28
H -0.55 0.13 -0.09
H 0.13 -0.14 -0.15
H 0.10 -0.01 0.29
H 0.32 0.34 -0.29
H 0.08 0.27 0.21
H 0.06 0.14 0.26
H -0.06 -0.18 -0.24
H -0.03 0.08 -0.18

HOMO energy, eV: -5.07
Orbital gap, eV: 7.57
Charge: -1

***

# 3
Here is C22H40As4F7KN2O2 as an isolated structure in a non-equilibrium geometry from the Open Molecules 2025 dataset. Energies are from the ωB97M-V functional and the def2-TZVPD basis.

CARTESIAN COORDINATES (ANGSTROEM)
K1 -1.5048 -0.7347 -1.7182
C1 -4.5418 1.0153 3.5136
C2 -3.4791 0.7689 2.4725
N1 -2.2386 0.8324 2.7580
O1 -2.0066 1.1190 4.1111
C3 -3.8798 0.4600 1.0980
C4 -5.3000 0.7230 0.6599
N2 -3.0017 -0.0049 0.2576
O2 -3.4323 -0.2157 -0.9490
H1 -4.1494 1.6728 4.2864
H2 -4.8112 0.0690 3.9892
H3 -5.4365 1.4541 3.0804
H4 -1.0462 1.2051 4.1135
H5 -6.0259 0.1380 1.2302
H6 -5.3581 0.4339 -0.3884
H7 -5.5572 1.7828 0.7475
C5 0.1935 -1.9413 2.7393
As1 -0.1027 -1.6747 0.8143
C6 -0.5611 -3.5704 0.5374
C7 1.7588 -1.9512 0.1616
C8 2.8294 -0.8354 0.0569
C9 3.7889 -1.2729 -1.0587
C10 2.2430 0.5323 -0.3399
As2 1.4766 1.5828 1.1448
C11 0.3875 2.7571 0.0305
C12 3.0011 2.8565 1.3652
C13 3.6096 -0.6804 1.3728
As3 4.6562 -2.2466 1.9689
C14 4.8607 -1.5929 3.8184
C15 6.4278 -1.6252 1.3612
H8 0.9740 -2.6899 2.8916
H9 -0.7384 -2.2920 3.1828
H10 0.4749 -1.0113 3.2274
H11 0.1830 -4.2157 1.0083
H12 -0.6060 -3.8115 -0.5235
H13 -1.5385 -3.7647 0.9806
H14 1.5852 -2.3190 -0.8533
H15 2.1885 -2.7880 0.7221
H16 3.2645 -1.2928 -2.0161
H17 4.1716 -2.2784 -0.8607
H18 4.6364 -0.5856 -1.1406
H19 1.4546 0.3760 -1.0829
H20 3.0189 1.1432 -0.8129
H21 0.9332 3.0605 -0.8654
H22 0.0916 3.6453 0.5882
H23 -0.5212 2.2211 -0.2465
H24 3.4364 3.1424 0.4055
H25 3.7748 2.4200 1.9972
H26 2.6294 3.7533 1.8643
H27 2.9027 -0.4620 2.1785
H28 4.2949 0.1708 1.2957
H29 3.9314 -1.7417 4.3688
H30 5.1024 -0.5286 3.8213
H31 5.6537 -2.1375 4.3312
H32 6.5132 -1.7278 0.2800
H33 7.2132 -2.2251 1.8222
H34 6.5804 -0.5788 1.6308
F1 0.4126 -1.1637 -2.8702
As4 -0.0348 -2.6372 -3.7660
F2 0.9773 -3.5671 -2.7104
F3 -1.3918 -2.8156 -2.6467
F4 -0.5009 -4.0819 -4.5855
F5 -1.0625 -1.6839 -4.7980
F6 1.2963 -2.3557 -4.8364
F7 -6.1714 3.2703 -2.6271
C16 -4.8986 2.9054 -2.8796
C17 -4.6550 1.6754 -3.4679
C18 -3.3575 1.3030 -3.7234
C19 -2.2634 2.1565 -3.4033
C20 -0.9490 1.7925 -3.6719
C21 -2.5766 3.4073 -2.7999
C22 -3.8748 3.7793 -2.5468
H35 -5.4859 1.0251 -3.7050
H36 -3.1612 0.3384 -4.1775
H37 -0.1281 2.4506 -3.4195
H38 -0.7077 0.8630 -4.1714
H39 -1.7611 4.0697 -2.5365
H40 -4.1106 4.7299 -2.0867

Force components x, y, z for each atom (eV/Å):
K 0.90 1.19 0.22
C 0.15 0.04 0.04
C -0.13 0.07 0.17
N 0.38 0.01 -0.50
O 0.29 0.03 0.44
C -0.28 -0.01 -0.13
C 0.16 -0.06 -0.02
N -0.48 0.34 0.60
O -2.63 0.47 0.16
H -0.09 -0.02 0.00
H -0.06 0.01 0.00
H -0.01 -0.06 -0.03
H -0.13 -0.03 0.04
H -0.04 0.05 0.04
H -0.07 0.04 0.08
H -0.08 0.00 0.04
C 0.01 0.13 0.02
As 0.84 -0.23 0.59
C -0.08 -0.06 -0.15
C 0.16 0.02 -0.04
C -0.04 -0.15 0.03
C 0.02 0.07 0.04
C -0.13 -0.26 -0.06
As 0.21 0.29 0.17
C -0.12 0.04 -0.12
C -0.25 -0.13 0.06
C -0.13 -0.07 -0.11
As 0.13 0.14 0.11
C -0.01 0.01 0.00
C 0.01 -0.01 -0.02
H -0.02 -0.01 0.00
H 0.00 0.02 0.00
H 0.03 0.09 0.00
H 0.01 0.06 0.04
H -0.01 0.05 -0.01
H 0.00 0.02 0.00
H -0.02 -0.04 0.07
H -0.05 -0.05 -0.04
H 0.02 -0.03 -0.01
H 0.01 -0.01 -0.06
H 0.02 0.00 0.00
H 0.03 0.07 0.00
H -0.04 0.01 0.03
H -0.03 -0.01 -0.01
H 0.03 -0.02 0.06
H -0.02 0.00 -0.04
H -0.06 -0.05 -0.01
H -0.02 -0.04 -0.04
H -0.01 -0.02 -0.01
H 0.05 -0.04 0.08
H 0.03 -0.03 0.05
H -0.01 -0.01 -0.04
H 0.01 0.00 -0.01
H 0.00 -0.03 -0.04
H -0.04 -0.01 0.00
H -0.04 -0.03 0.02
H -0.02 0.01 0.01
F 1.05 -0.65 -0.93
As 0.42 -0.39 -0.50
F -0.14 0.18 0.05
F 0.45 -1.10 -0.72
F -0.01 0.18 0.00
F 0.00 0.10 0.27
F -0.16 -0.08 0.13
F -0.11 0.03 0.02
C 0.19 -0.07 -0.08
C -0.14 0.03 0.02
C 0.19 0.07 -0.06
C -0.51 0.14 0.07
C 0.38 -0.11 -0.14
C 0.17 -0.18 -0.04
C -0.08 0.06 0.10
H 0.01 -0.02 0.04
H 0.05 0.01 0.00
H -0.03 0.01 0.02
H -0.03 -0.01 0.02
H -0.01 0.02 0.01
H -0.02 -0.02 0.01

HOMO energy (spin up / spin down), eV: -4.35 / -4.36
Orbital gap (spin up / spin down), eV: 6.68 / 6.05
Spin multiplicity: 2
Charge: -1
Energy relative to the best compared isomer or geometry (same formula, charge and spin), kJ/mol: 170.5